# 1
{"formula": "C29H58N2O6", "method": "the ωB97M-V functional and the def2-TZVPD basis", "homo_ev": -7.593, "smiles": "C=C[C@@H](CN(C=C)CC)O[C@H](CCCCOC(C)=O)CCN(CC)C(C)=O.CCOCC.CCOCC", "elements": ["C", "C", "C", "C", "N", "C", "C", "C", "C", "O", "C", "C", "C", "C", "C", "O", "C", "C", "O", "C", "C", "N", "C", "C", "C", "C", "O", "H", "H", "H", "H", "H", "H", "H", "H", "H", "H", "H", "H", "H", "H", "H", "H", "H", "H", "H", "H", "H", "H", "H", "H", "H", "H", "H", "H", "H", "H", "H", "H", "H", "H", "H", "H", "H", "H", "C", "C", "O", "C", "C", "H", "H", "H", "H", "H", "H", "H", "H", "H", "H", "C", "C", "O", "C", "C", "H", "H", "H", "H", "H", "H", "H", "H", "H", "H"], "coordinates": [[0.2731, -4.3969, -3.5502], [0.3869, -3.4635, -2.4556], [-0.4303, -2.0656, -2.3815], [-1.7667, -2.4117, -1.5130], [-1.2905, -3.2757, -0.3746], [-1.2148, -2.4970, 0.8817], [-0.0598, -2.3634, 1.7356], [-2.1043, -4.5262, -0.2382], [-2.4682, -4.8773, 1.3098], [0.3299, -1.0987, -1.6192], [0.3816, 0.1891, -2.2670], [1.7078, 0.4587, -3.1382], [2.8339, -0.6771, -3.0387], [3.5732, -0.7169, -4.4966], [4.3674, -2.1131, -4.7181], [5.7639, -1.8070, -5.0309], [6.5726, -2.5624, -4.1117], [7.2886, -1.8105, -2.8831], [6.6830, -3.8066, -4.2905], [0.2442, 1.4145, -1.2031], [1.2516, 1.2944, 0.0357], [0.6972, 1.8228, 1.3210], [-0.5301, 1.0689, 1.7672], [-1.7174, 2.1369, 1.9824], [1.6597, 1.6978, 2.4293], [2.7377, 0.5220, 2.6018], [1.6094, 2.5706, 3.3491], [0.7536, -4.0818, -4.5502], [-0.3074, -5.3763, -3.4375], [1.1412, -3.7353, -1.6246], [-0.6845, -1.7410, -3.4493], [-2.1840, -1.4414, -1.0592], [-2.5716, -2.9263, -2.1551], [-2.1948, -1.9836, 1.2282], [0.6461, -1.4620, 1.7601], [0.2143, -3.2242, 2.4560], [-1.5040, -5.4139, -0.6683], [-3.1262, -4.4770, -0.7727], [-1.5260, -5.0112, 1.9460], [-3.2267, -4.1498, 1.7569], [-2.9967, -5.9053, 1.2906], [-0.5191, 0.3345, -2.9794], [2.1923, 1.4308, -2.7407], [1.4226, 0.6966, -4.2268], [2.4442, -1.7339, -2.8727], [3.6735, -0.3827, -2.3024], [2.7028, -0.7469, -5.2585], [4.2239, 0.1963, -4.6908], [4.3221, -2.7588, -3.7789], [3.9596, -2.7105, -5.6182], [6.6361, -1.8436, -1.9363], [8.2828, -2.3442, -2.7158], [7.5247, -0.7420, -3.2200], [0.5071, 2.3745, -1.7794], [-0.8565, 1.5149, -0.9059], [2.1693, 1.9523, -0.2166], [1.6388, 0.2225, 0.1128], [-0.2845, 0.5548, 2.7637], [-0.8185, 0.2157, 1.0438], [-2.7655, 1.6993, 1.8515], [-1.6261, 3.0530, 1.2937], [-1.6526, 2.5455, 3.0594], [2.5953, 0.1283, 3.6791], [3.8087, 0.9384, 2.5473], [2.5656, -0.3761, 1.9193], [-5.9374, 0.6855, -2.3214], [-4.5795, 0.9745, -1.7034], [-3.4976, 0.3704, -2.4012], [-3.3275, 0.7564, -3.7591], [-3.0805, 2.2441, -3.9399], [-6.1119, -0.3936, -2.3728], [-6.7315, 1.1427, -1.7256], [-6.0154, 1.0778, -3.3367], [-4.5612, 0.5671, -0.6894], [-4.4127, 2.0516, -1.6060], [-4.1828, 0.4229, -4.3560], [-2.4584, 0.2063, -4.1308], [-3.9221, 2.8445, -3.5896], [-2.9186, 2.4766, -4.9954], [-2.1980, 2.5562, -3.3735], [-0.8169, 5.7059, 7.9052], [-1.0193, 4.2817, 8.3961], [-1.5930, 3.4217, 7.4219], [-0.8546, 3.2518, 6.2174], [0.5321, 2.6716, 6.4316], [-1.7679, 6.1349, 7.5751], [-0.4078, 6.3293, 8.7046], [-0.1270, 5.7521, 7.0610], [-1.7103, 4.2968, 9.2425], [-0.0823, 3.8579, 8.7704], [-0.8052, 4.1983, 5.6688], [-1.4331, 2.5639, 5.5946], [1.1585, 3.3227, 7.0447], [1.0355, 2.5276, 5.4722], [0.4672, 1.7056, 6.9415]], "lowdin_charge": [-0.0344, -0.1135, -0.2552, -0.0957, -0.1853, -0.1891, 0.0016, -0.2250, -0.1127, -0.1480, -0.2980, -0.1318, -0.1692, -0.1560, -0.1709, -0.1031, -0.4046, 0.0013, 0.0505, -0.1039, -0.1784, -0.1001, -0.2193, -0.0807, -0.3803, -0.0136, 0.0112, 0.0583, 0.0588, 0.1238, 0.1497, 0.1181, 0.1355, 0.1305, 0.0327, 0.0639, 0.1156, 0.1115, 0.0751, 0.0770, 0.0816, 0.1260, 0.1126, 0.1159, 0.0938, 0.1215, 0.1073, 0.1212, 0.1252, 0.1380, 0.0975, 0.0896, 0.0885, 0.1184, 0.1093, 0.1381, 0.1085, 0.1206, 0.0997, 0.0670, 0.0830, 0.0652, 0.1004, 0.0993, 0.0579, -0.0765, -0.2748, -0.1900, -0.2781, -0.0706, 0.0835, 0.0799, 0.0661, 0.1157, 0.1077, 0.1094, 0.1015, 0.0690, 0.0813, 0.0743, -0.0836, -0.2837, -0.1644, -0.2760, -0.0743, 0.0812, 0.0757, 0.0648, 0.1164, 0.1037, 0.1079, 0.1079, 0.0683, 0.0427, 0.0827]}

=====

# 2
{"formula": "C15H26ClHoO2P2", "method": "the ωB97M-V functional and the def2-TZVPD basis", "multiplicity": 5, "total_charge": 2, "homo_ev": [-14.468, -14.493], "elements": ["C", "C", "H", "H", "H", "O", "Cl", "Ho", "P", "C", "C", "H", "H", "H", "H", "H", "H", "C", "H", "H", "H", "P", "C", "C", "H", "H", "H", "C", "H", "H", "H", "H", "H", "H", "C", "O", "C", "C", "C", "C", "C", "C", "H", "H", "H", "H", "H"], "coordinates": [[-2.9835, 2.0430, -2.4031], [-2.0578, 1.2082, -1.7135], [-3.7903, 1.4827, -2.8331], [-2.4455, 2.6116, -3.1696], [-3.3604, 2.7847, -1.6843], [-1.6518, 0.0098, -1.4938], [-0.9390, 2.5348, -0.9636], [0.4271, 0.4135, 0.2759], [1.1647, 0.3265, -2.4610], [1.4706, -1.3040, -3.2258], [0.5254, 1.2417, -3.8916], [1.3048, 1.2855, -4.6545], [3.2825, 1.0107, -3.3207], [0.2364, 2.2577, -3.6218], [2.8173, 2.0014, -1.8803], [0.5207, -1.7281, -3.5654], [-0.3504, 0.7527, -4.3228], [2.8622, 0.9918, -2.3096], [2.1515, -1.1495, -4.0732], [3.4547, 0.3371, -1.6615], [1.9296, -1.9729, -2.4917], [-2.1051, 0.4532, 1.6772], [-2.7270, -1.0333, 2.4526], [-1.4556, 1.4380, 3.1035], [-3.4426, 2.3641, 0.8816], [-4.1938, 1.4511, 2.2440], [-4.2450, 0.7836, 0.5795], [-3.6490, 1.3656, 1.2958], [-0.9511, 2.3644, 2.7564], [-2.3361, 1.6869, 3.7157], [-3.3769, -0.7093, 3.2658], [-1.8981, -1.6249, 2.8333], [-0.7530, 0.8193, 3.6878], [-3.2878, -1.5948, 1.7086], [-0.4371, -1.8274, 0.1962], [-0.8783, -2.9101, 0.1658], [3.7056, -2.2722, 2.9037], [2.5158, -1.8386, 3.5393], [1.4698, -1.3229, 2.7454], [1.5955, -1.2933, 1.3675], [2.7806, -1.6494, 0.7360], [3.8400, -2.1855, 1.5075], [4.5351, -2.6619, 3.5137], [2.4307, -1.9336, 4.6349], [0.5904, -0.9384, 3.2442], [2.9229, -1.5282, -0.3229], [4.7812, -2.5414, 1.0318]], "lowdin_charge": [-0.0718, -0.6068, 0.1174, 0.1211, 0.1066, -0.1249, 0.5934, 1.2210, 0.6975, -0.2309, -0.2522, 0.0695, 0.0653, 0.0334, 0.0540, 0.0628, 0.0630, -0.2549, 0.0705, 0.0424, 0.0444, 0.7107, -0.2474, -0.2520, 0.0439, 0.0667, 0.0630, -0.2401, 0.0531, 0.0639, 0.0706, 0.0513, 0.0430, 0.0659, -0.1396, 0.1461, -0.0455, -0.0412, -0.1476, -0.3906, -0.1433, -0.0485, 0.1233, 0.1225, 0.0645, 0.0592, 0.1272]}

=====

# 3
{"formula": "C19H21IrN4O", "method": "the ωB97M-V functional and the def2-TZVPD basis", "total_charge": 2, "de_lowest_kj_mol": 79.8, "homo_ev": [-14.575, -14.575], "elements": ["Ir", "C", "N", "C", "C", "C", "C", "C", "N", "C", "C", "C", "C", "C", "C", "H", "H", "H", "H", "H", "H", "H", "H", "H", "H", "H", "C", "C", "N", "O", "H", "H", "H", "H", "H", "C", "C", "C", "N", "C", "C", "H", "H", "H", "H", "H"], "coordinates": [[0.2418, 1.1017, 0.1312], [2.6714, -0.1639, -0.9568], [1.8837, 0.0118, 0.2730], [2.1488, -0.5834, 1.4162], [1.2774, -0.2683, 2.4475], [1.1108, -0.5278, 3.8138], [0.0006, 0.2014, 4.2295], [-0.4873, 0.8817, 3.1121], [0.2732, 0.5907, 2.0419], [2.5331, 1.0720, -1.8120], [3.2167, 2.2438, -1.4779], [3.1595, 3.3443, -2.3138], [2.4117, 3.2931, -3.4893], [1.7139, 2.1431, -3.8196], [1.7771, 1.0313, -2.9829], [2.2818, -1.0274, -1.4981], [3.7129, -0.3657, -0.7010], [2.9969, -1.2563, 1.4943], [1.7223, -1.1783, 4.4186], [-0.4146, 0.2356, 5.2223], [-1.3368, 1.5440, 3.0344], [3.8264, 2.2756, -0.5815], [3.7203, 4.2369, -2.0683], [2.3956, 4.1456, -4.1560], [1.1521, 2.0928, -4.7427], [1.2741, 0.1133, -3.2664], [-2.8275, -0.2548, -0.0704], [-2.6215, 1.0419, -0.7811], [-3.6371, 1.5604, -1.4315], [-1.5129, 1.6750, -0.8294], [-3.7567, -0.2388, 0.4979], [-2.0049, -0.4727, 0.6054], [-2.8986, -1.0543, -0.8108], [-4.5354, 1.1025, -1.4530], [-3.5263, 2.4243, -1.9423], [0.7068, 5.8334, 0.3313], [0.8096, 5.0678, 1.4880], [0.6713, 3.7024, 1.4005], [0.4223, 3.0982, 0.2211], [0.3396, 3.8221, -0.8980], [0.4808, 5.1947, -0.8760], [0.8121, 6.9090, 0.3736], [1.0006, 5.5188, 2.4510], [0.7700, 3.0605, 2.2610], [0.1733, 3.2779, -1.8202], [0.4174, 5.7434, -1.8047]], "lowdin_charge": [1.4645, -0.1391, -0.1637, -0.0081, -0.2947, 0.0381, -0.0304, -0.1029, -0.1548, -0.2655, -0.0435, -0.0654, -0.0666, -0.0633, -0.0463, 0.1298, 0.1406, 0.1618, 0.1312, 0.1192, 0.1285, 0.1279, 0.1215, 0.1205, 0.1189, 0.1196, 0.0256, -0.4786, 0.2431, -0.1669, 0.1112, 0.0598, 0.1162, 0.1491, 0.1496, 0.0034, -0.0030, -0.0707, -0.1070, -0.1165, -0.0072, 0.1329, 0.1305, 0.1110, 0.1086, 0.1312]}

=====

Calculated electronic energy, -46264.416; -76954.300; -30875.746 eV (same order as the records).
Calculated F_max, 5.043; 7.507; 0.770 eV/Å (same order as the records).